Entry 1:
Here is C16H4BCl53F4 as an isolated structure in a non-equilibrium geometry from the Open Molecules 2025 dataset. Energies are from wB97M-V/def2-TZVPD.

Atoms and positions in Å:
1 C 3.52 3.76 3.20
2 C 4.31 3.65 1.85
3 F 3.36 3.35 0.89
4 B 5.07 5.00 1.58
5 Cl 5.91 5.77 2.95
6 C 5.18 5.82 0.18
7 F 4.94 7.11 0.40
8 F 4.43 5.41 -0.83
9 F 6.46 5.72 -0.23
10 H 2.87 2.89 3.25
11 H 4.20 3.76 4.05
12 H 2.95 4.69 3.15
13 H 5.01 2.81 1.91
14 C 2.19 1.93 -2.45
15 Cl 1.01 2.00 -3.76
16 Cl 2.94 3.52 -2.24
17 Cl 1.36 1.46 -0.95
18 Cl 3.44 0.76 -2.84
19 C 4.03 -3.20 0.19
20 Cl 5.75 -2.99 0.55
21 Cl 3.83 -4.18 -1.26
22 Cl 3.24 -4.00 1.56
23 Cl 3.30 -1.61 -0.08
24 C -0.77 -1.57 1.39
25 Cl -1.72 -1.71 2.88
26 Cl -1.84 -1.74 -0.01
27 Cl 0.00 0.02 1.34
28 Cl 0.46 -2.84 1.36
29 C 1.21 -3.87 -4.37
30 Cl 1.96 -2.35 -4.88
31 Cl 0.33 -3.61 -2.86
32 Cl 0.09 -4.43 -5.62
33 Cl 2.47 -5.09 -4.12
34 C -1.69 2.77 4.13
35 Cl -0.39 2.89 2.94
36 Cl -3.02 1.82 3.43
37 Cl -1.10 1.95 5.58
38 Cl -2.25 4.39 4.55
39 C -6.85 4.45 4.18
40 Cl -7.97 4.41 2.80
41 Cl -6.18 6.08 4.34
42 Cl -7.72 4.01 5.66
43 Cl -5.54 3.30 3.91
44 C 5.48 -2.29 -7.13
45 Cl 6.29 -1.17 -6.02
46 Cl 6.68 -3.05 -8.19
47 Cl 4.64 -3.52 -6.18
48 Cl 4.31 -1.40 -8.11
49 C -2.60 -6.05 3.93
50 Cl -1.65 -7.54 4.05
51 Cl -4.20 -6.43 3.27
52 Cl -2.77 -5.32 5.53
53 Cl -1.78 -4.91 2.85
54 C 6.49 2.39 -5.01
55 Cl 4.85 1.91 -5.46
56 Cl 7.06 3.64 -6.11
57 Cl 6.50 3.01 -3.36
58 Cl 7.56 0.98 -5.11
59 C -10.54 0.88 3.55
60 Cl -8.86 1.39 3.78
61 Cl -10.63 -0.25 2.19
62 Cl -11.13 0.09 5.02
63 Cl -11.54 2.30 3.20
64 C -2.78 -6.49 -7.53
65 Cl -3.17 -4.76 -7.50
66 Cl -3.97 -7.35 -8.50
67 Cl -1.17 -6.71 -8.23
68 Cl -2.79 -7.12 -5.88
69 C -10.37 7.28 6.96
70 Cl -11.56 7.40 5.66
71 Cl -10.81 5.96 8.05
72 Cl -8.77 6.96 6.27
73 Cl -10.33 8.81 7.86
74 C 4.56 -8.19 -2.32
75 Cl 2.92 -8.04 -1.68
76 Cl 4.69 -7.27 -3.82
77 Cl 5.71 -7.54 -1.13
78 Cl 4.93 -9.89 -2.63

* LUMO energy: -0.59 eV
* energy: -25426.419923 Ha
* strongest force on any atom: 1.43 eV/A
* orbital gap: 10.30 eV
* HOMO energy: -10.89 eV

Which charges does Mulliken predict for the atoms? In e, they are:
1. C -1.2888
2. C 0.4077
3. F -0.1778
4. B 0.1452
5. Cl -0.2145
6. C 0.5976
7. F -0.2622
8. F -0.1847
9. F -0.2607
10. H 0.2638
11. H 0.4135
12. H 0.3645
13. H 0.1705
14. C 0.0971
15. Cl -0.1081
16. Cl 0.0182
17. Cl 0.0790
18. Cl -0.0281
19. C 0.0641
20. Cl -0.1224
21. Cl 0.1110
22. Cl -0.1175
23. Cl 0.0801
24. C 0.1507
25. Cl -0.0849
26. Cl -0.1022
27. Cl 0.0778
28. Cl 0.0252
29. C -0.0120
30. Cl -0.0014
31. Cl -0.0173
32. Cl 0.0139
33. Cl 0.0452
34. C 0.3355
35. Cl -0.0275
36. Cl -0.0600
37. Cl -0.1109
38. Cl -0.0988
39. C 0.1897
40. Cl -0.0543
41. Cl -0.1335
42. Cl -0.0481
43. Cl 0.0170
44. C 0.1997
45. Cl -0.0095
46. Cl -0.1152
47. Cl 0.0130
48. Cl -0.1110
49. C 0.2786
50. Cl -0.1059
51. Cl -0.1029
52. Cl -0.1075
53. Cl -0.0002
54. C 0.3100
55. Cl -0.0725
56. Cl -0.0969
57. Cl -0.0387
58. Cl -0.1276
59. C 0.3114
60. Cl -0.0142
61. Cl -0.1011
62. Cl -0.1004
63. Cl -0.1004
64. C 0.3463
65. Cl -0.0917
66. Cl -0.1090
67. Cl -0.0897
68. Cl -0.0826
69. C 0.3090
70. Cl -0.0997
71. Cl -0.1056
72. Cl -0.0129
73. Cl -0.1025
74. C 0.2942
75. Cl -0.0742
76. Cl -0.0613
77. Cl -0.0761
78. Cl -0.1043

***

Entry 2:
Here is C16H4F6N2PdS3 as an isolated structure from the Open Molecules 2025 dataset. Energies are from wB97M-V/def2-TZVPD.

Atoms and positions in Å:
1 Pd 0.34 -0.21 -0.64
2 S 1.60 -1.99 -1.42
3 C 0.18 -2.95 -1.61
4 S -1.25 -2.25 -1.00
5 C 0.26 -4.23 -2.17
6 C -0.88 -5.07 -2.28
7 N -1.78 -5.80 -2.40
8 C 1.47 -4.78 -2.66
9 N 2.43 -5.27 -3.07
10 F -3.55 0.52 5.49
11 C -2.95 0.74 4.30
12 C -2.34 -0.29 3.60
13 F -2.36 -1.53 4.13
14 C -1.73 -0.05 2.39
15 F -1.16 -1.10 1.79
16 C -1.68 1.22 1.80
17 S -0.93 1.62 0.28
18 C -2.29 2.23 2.54
19 F -2.31 3.49 2.08
20 C -2.92 2.01 3.76
21 F -3.49 3.03 4.42
22 F 3.86 3.81 -3.69
23 C 3.09 2.91 -3.00
24 C 1.75 3.16 -2.83
25 C 0.98 2.24 -2.13
26 C 1.52 1.07 -1.58
27 C 2.89 0.86 -1.79
28 C 3.68 1.77 -2.49
29 H 1.32 4.06 -3.25
30 H -0.08 2.45 -2.01
31 H 3.36 -0.03 -1.42
32 H 4.74 1.60 -2.64

* LUMO energy: 4.44 eV
* energy: -2643.350868 Ha
* charge: -2
* strongest force on any atom: 0.93 eV/A
* orbital gap: 6.26 eV
* ΔE to the lowest compared entry with this formula, charge and spin: 10.7 kcal/mol
* HOMO energy: -1.82 eV

Which charges does natural (NBO) predict for the atoms? In e, they are:
1. Pd 0.4602
2. S -0.1402
3. C -0.2116
4. S -0.2485
5. C -0.5276
6. C 0.3450
7. N -0.4406
8. C 0.3383
9. N -0.4411
10. F -0.3146
11. C 0.2130
12. C 0.2978
13. F -0.3127
14. C 0.3002
15. F -0.2869
16. C -0.2568
17. S -0.2758
18. C 0.3012
19. F -0.3104
20. C 0.2488
21. F -0.3145
22. F -0.3645
23. C 0.3530
24. C -0.3083
25. C -0.2487
26. C -0.1434
27. C -0.2389
28. C -0.3100
29. H 0.2048
30. H 0.2163
31. H 0.2110
32. H 0.2054

***

Entry 3:
Here is C16H50BF4O9Ti2 as an isolated structure in a non-equilibrium geometry from the Open Molecules 2025 dataset. Energies are from wB97M-V/def2-TZVPD.

Atoms and positions in Å:
1 Ti 0.45 0.21 -2.43
2 Ti -3.38 0.74 0.08
3 B -0.50 0.25 0.40
4 F 0.38 -0.67 -0.19
5 F -1.12 1.08 -0.57
6 F -1.49 -0.38 1.15
7 F 0.26 1.09 1.25
8 C -0.85 -1.84 3.75
9 O -1.06 -2.55 4.96
10 H -1.27 -0.83 3.79
11 H 0.22 -1.74 3.61
12 H -1.32 -2.38 2.92
13 H -2.01 -2.66 5.09
14 C -2.50 2.33 2.55
15 O -3.73 1.62 2.27
16 H -1.97 2.47 1.61
17 H -2.72 3.30 2.99
18 H -1.85 1.75 3.21
19 H -4.26 1.64 3.07
20 C 3.70 -1.73 3.32
21 C 2.79 -1.06 2.35
22 O 2.18 0.06 2.99
23 H 4.52 -1.05 3.59
24 H 4.20 -2.60 2.88
25 H 3.19 -1.99 4.25
26 H 2.03 -1.76 1.98
27 H 3.35 -0.72 1.46
28 H 1.46 0.36 2.42
29 C 2.56 2.57 -3.76
30 C 1.22 3.13 -3.37
31 O 0.75 2.45 -2.16
32 H 3.20 2.48 -2.88
33 H 3.03 3.25 -4.48
34 H 2.47 1.63 -4.32
35 H 0.48 3.01 -4.17
36 H 1.28 4.20 -3.16
37 H -0.03 2.91 -1.86
38 C -3.68 -3.09 -2.19
39 C -2.90 -2.21 -1.22
40 O -2.78 -0.86 -1.72
41 H -3.89 -4.06 -1.75
42 H -3.10 -3.31 -3.09
43 H -4.61 -2.62 -2.50
44 H -1.91 -2.61 -1.00
45 H -3.45 -2.15 -0.28
46 H -2.14 -0.90 -2.45
47 C 3.66 4.12 -0.39
48 C 3.00 2.93 0.27
49 O 1.73 3.35 0.77
50 H 4.67 3.86 -0.73
51 H 3.77 4.91 0.35
52 H 3.04 4.50 -1.20
53 H 3.60 2.55 1.10
54 H 2.87 2.09 -0.44
55 H 1.22 2.56 0.94
56 C 3.32 -2.78 -2.73
57 C 3.00 -1.75 -1.67
58 O 2.64 -0.48 -2.27
59 H 4.18 -2.45 -3.33
60 H 2.51 -2.84 -3.46
61 H 3.58 -3.75 -2.31
62 H 3.82 -1.63 -0.96
63 H 2.11 -2.06 -1.14
64 H 3.42 -0.09 -2.68
65 C -5.21 4.31 -1.82
66 C -4.58 3.67 -0.62
67 O -3.53 2.73 -0.99
68 H -4.50 4.96 -2.33
69 H -6.06 4.91 -1.49
70 H -5.56 3.56 -2.52
71 H -5.30 3.10 -0.04
72 H -4.17 4.41 0.08
73 H -2.77 3.24 -1.28
74 C -0.25 -4.29 0.70
75 C 0.24 -5.03 1.93
76 O -0.15 -6.41 1.81
77 H 0.02 -3.23 0.73
78 H -1.34 -4.37 0.67
79 H 0.11 -4.79 -0.20
80 H -0.22 -4.62 2.83
81 H 1.33 -4.94 2.05
82 H 0.60 -6.97 2.02

* multiplicity: 7
* LUMO energy (spin up / spin down): -2.57 / -2.92 eV
* energy: -3439.839801 Ha
* charge: +1
* strongest force on any atom: 1.77 eV/A
* orbital gap (spin up / spin down): 5.18 / 9.10 eV
* HOMO energy (spin up / spin down): -7.74 / -12.03 eV

Which charges does Mulliken predict for the atoms? In e, they are:
1. Ti -0.1330
2. Ti 0.1022
3. B 1.1963
4. F -0.0052
5. F -0.0638
6. F -0.2196
7. F -0.3354
8. C -0.1503
9. O -0.5692
10. H 0.1894
11. H 0.0855
12. H 0.0948
13. H 0.3114
14. C -0.3966
15. O -0.4072
16. H -0.0304
17. H 0.4661
18. H 0.2560
19. H 0.2688
20. C -1.5765
21. C 1.0007
22. O -0.6307
23. H 0.3790
24. H 0.3804
25. H 0.3397
26. H -0.3624
27. H 0.1019
28. H 0.2567
29. C -1.1101
30. C -0.4329
31. O 0.0310
32. H 0.1421
33. H 0.4162
34. H 0.3403
35. H 0.4134
36. H 0.4353
37. H 0.0079
38. C -1.4451
39. C 0.2868
40. O -0.3336
41. H 0.3940
42. H 0.3331
43. H 0.3472
44. H 0.0395
45. H 0.2361
46. H 0.1003
47. C -1.4281
48. C 0.7928
49. O -0.6364
50. H 0.3479
51. H 0.4250
52. H 0.2094
53. H 0.3569
54. H -0.4053
55. H 0.3134
56. C -1.3343
57. C 0.3815
58. O -0.1868
59. H 0.3790
60. H 0.3067
61. H 0.3890
62. H 0.2539
63. H -0.1147
64. H 0.1637
65. C -1.2416
66. C -0.2128
67. O -0.2886
68. H 0.3354
69. H 0.3848
70. H 0.3147
71. H 0.3154
72. H 0.3371
73. H 0.1357
74. C -0.5943
75. C -0.3990
76. O -0.5465
77. H -0.0319
78. H 0.2531
79. H 0.4272
80. H 0.1509
81. H 0.3729
82. H 0.3242